Record 1
A cluster of 2 separate species, C6H14N2O2 in total, computed with ωB97M-V/def2-TZVPD.

Geometry as XYZ:
```
24
Properties=species:S:1:pos:R:3
C -1.20324 1.79290 2.05215
C -2.09735 1.01973 -1.56423
C -1.53175 0.99775 0.80717
O -1.65964 -0.21625 0.84601
N -1.70092 1.69394 -0.33434
H -0.66127 1.15865 2.74614
H -1.65111 2.68479 -0.29278
H -2.98513 0.42697 -1.34017
H -0.61122 2.67097 1.78940
H -2.10330 2.13916 2.55797
H -2.33474 1.73892 -2.34123
H -1.31576 0.34109 -1.88782
C 1.15194 -2.48697 1.18492
C 2.12727 -0.17690 -1.66642
C 1.94845 -1.44987 -0.87159
O 2.33973 -2.52648 -1.30037
N 1.34073 -1.34544 0.32428
H 1.13543 -0.42917 0.68426
H 2.09539 -3.01400 1.33710
H 2.23610 -0.44697 -2.71238
H 0.75224 -2.18477 2.14734
H 0.47898 -3.20944 0.72273
H 1.24626 0.45453 -1.57381
H 3.00292 0.36686 -1.31433
```

Results
Strongest force on any atom = 0.82 eV/A
Highest occupied orbital energy = -9.29 eV
ΔE to the lowest compared entry with this formula, charge and spin = 49.11 kJ/mol
SMILES = CNC(C)=O.CNC(C)=O
Electronic energy = -497.038824 Eh
Gap between HOMO and LUMO = 9.87 eV
M = 146.2 g mol⁻¹

Here is what natural (NBO) gives for the atomic charges, in e: -0.71, -0.41, 0.66, -0.63, -0.61, 0.24, 0.39, 0.21, 0.21, 0.24, 0.21, 0.21, -0.41, -0.71, 0.66, -0.64, -0.60, 0.39, 0.20, 0.24, 0.21, 0.21, 0.21, 0.23

Record 2
A structure of composition C37H41N5O3ReS4Si in a non-equilibrium geometry, computed with ωB97M-V/def2-TZVPD.

Geometry as XYZ:
```
92
Properties=species:S:1:pos:R:3
Re -1.43142 0.09110 0.16253
C 7.08288 0.88770 -0.24767
C 5.85538 0.17620 0.22573
C 5.00138 -0.44830 -0.67137
C 3.78808 -0.95770 -0.24317
C 3.39658 -0.81430 1.07233
C 4.32228 -0.37340 2.00583
C 5.53778 0.13250 1.58033
S 1.67318 -1.17270 1.52263
O 1.68448 -1.46380 2.94303
O 1.26288 -2.25610 0.66553
N 0.69708 0.11970 1.23023
C 0.72878 1.10500 2.17943
C 1.85378 1.41040 2.94893
C 1.81678 2.33980 3.97313
C 0.67028 3.05470 4.23213
C -0.47172 2.84480 3.44483
C -1.65852 3.57930 3.65193
C -2.76912 3.26850 2.88793
C -2.68732 2.27710 1.93533
N -1.56082 1.57890 1.67263
C -0.45382 1.85480 2.42393
H 7.26908 0.69350 -1.30037
H 7.95548 0.59060 0.32843
H 6.94818 1.96180 -0.11897
H 5.27498 -0.51710 -1.71377
H 3.14768 -1.50490 -0.90977
H 4.09968 -0.44990 3.06113
H 6.24268 0.51360 2.30523
H 2.77218 0.90460 2.73633
H 2.70248 2.49050 4.57413
H 0.63198 3.77820 5.03193
H -1.68892 4.36260 4.39233
H -3.69872 3.80230 3.01163
H -3.54572 2.04530 1.32803
C -1.03942 -1.12690 4.00583
C -1.05142 -2.11030 2.89983
N -1.35292 -1.86690 1.66903
C -1.31252 -2.97940 0.87883
C -0.96762 -4.12240 1.54393
S -0.67012 -3.77900 3.20033
C -1.60912 -2.89230 -0.53437
C -1.96132 -3.96910 -1.30537
S -2.07722 -3.51890 -2.96357
C -1.65532 -1.88680 -2.51507
N -1.49152 -1.71310 -1.22707
C -1.50252 -0.89550 -3.60427
H -1.69172 -0.28390 3.78483
H -0.01642 -0.76460 4.11653
H -1.33852 -1.60140 4.93783
H -0.83292 -5.10780 1.14863
H -2.15022 -4.97420 -0.99377
H -2.47072 -0.64760 -4.03977
H -0.88132 -1.31570 -4.39837
H -1.05222 0.01230 -3.22147
S 2.74728 0.65330 -3.09287
C 1.65858 0.56440 -1.72417
N 1.05418 -0.54430 -1.54877
C 1.47468 -1.49840 -2.43507
C 1.18558 -2.86210 -2.39517
C 1.72438 -3.68880 -3.35837
C 2.55718 -3.18930 -4.35687
C 2.91598 -1.85510 -4.37557
C 2.38528 -1.01990 -3.40717
H 1.51848 1.42350 -1.10057
H 0.61328 -3.25780 -1.57357
H 1.51288 -4.74750 -3.33347
H 2.96048 -3.84940 -5.11087
H 3.61198 -1.47560 -5.10677
C -3.18692 1.95460 -2.79037
Si -1.77382 2.04090 -1.43827
C -0.32902 2.68870 -2.57037
C -2.19162 3.76850 -0.63607
H -3.94132 2.70470 -2.57837
H -3.68632 0.99520 -2.82947
H -2.79232 2.16110 -3.77997
H -0.73742 3.44120 -3.23907
H 0.13578 1.93270 -3.19287
H 0.44528 3.17230 -1.98507
H -2.01082 4.54880 -1.36957
H -1.56752 3.98430 0.22413
H -3.22502 3.85290 -0.32267
C -5.69312 0.65800 -0.34957
O -4.28212 0.62720 -0.49067
C -3.46642 -0.14960 0.22843
C -4.08882 -1.15910 1.15673
H -5.99352 0.95800 0.65823
H -6.15092 -0.30140 -0.60457
H -6.03172 1.41390 -1.05657
H -5.16092 -1.03390 1.28193
H -3.61512 -1.11360 2.13623
H -3.90132 -2.16060 0.76203
```

Results
Strongest force on any atom = 2.57 eV/A
Highest occupied orbital energy (spin up / spin down) = -6.55 / -6.13 eV
ΔE to the lowest compared entry with this formula, charge and spin = 0.00 kJ/mol
2S+1 = 2
Electronic energy = -3894.524838 Eh
Gap between HOMO and LUMO (spin up / spin down) = 6.75 / 6.25 eV
M = 946.3 g mol⁻¹

Here is what Löwdin gives for the atomic charges, in e: 1.16, -0.05, -0.27, -0.04, -0.07, -0.24, -0.08, -0.03, 0.65, -0.32, -0.30, -0.18, -0.29, -0.03, -0.06, -0.05, -0.16, 0.00, -0.05, -0.16, -0.07, -0.17, 0.07, 0.08, 0.09, 0.10, 0.09, 0.12, 0.12, 0.06, 0.11, 0.11, 0.11, 0.11, 0.10, -0.05, -0.62, -0.01, -0.37, -0.32, 1.10, -0.36, -0.33, 1.08, -0.60, -0.04, -0.07, 0.08, 0.07, 0.08, 0.08, 0.07, 0.08, 0.09, 0.04, 1.06, -0.47, 0.01, -0.35, -0.04, -0.07, -0.08, -0.09, -0.46, 0.07, 0.09, 0.11, 0.10, 0.11, -0.23, 0.50, -0.26, -0.23, 0.01, -0.01, 0.01, 0.02, -0.02, 0.01, 0.02, 0.01, 0.01, -0.07, -0.23, -0.39, -0.07, 0.09, 0.10, 0.10, 0.06, 0.07, 0.08

Record 3
A cluster of 3 separate species, C4H13NO2 in total in a non-equilibrium geometry, computed with ωB97M-V/def2-TZVPD.

Geometry as XYZ:
```
20
Properties=species:S:1:pos:R:3
C 1.27084 1.33574 0.09738
N -0.07113 1.36845 -0.47838
C -0.14119 0.45187 -1.60401
C 1.27043 -0.18237 -1.78765
C 2.03029 0.20132 -0.52518
H 1.39779 1.41276 1.18276
H 1.80394 2.27768 -0.16221
H -0.74192 1.12573 0.24440
H -0.57470 0.92617 -2.47630
H -0.77672 -0.45666 -1.49635
H 1.28599 -1.23101 -2.05374
H 1.79018 0.27810 -2.63636
H 3.06621 0.48462 -0.73533
H 2.15620 -0.69880 0.10023
H 0.57537 -5.60945 3.61002
H -0.37810 -4.97476 2.36859
O -0.26692 -5.38548 3.21753
H -5.15665 3.36576 1.38519
H -3.81312 2.57459 0.95016
O -4.72679 2.73573 0.79923
```

Results
Strongest force on any atom = 2.18 eV/A
Highest occupied orbital energy = -8.80 eV
ΔE to the lowest compared entry with this formula, charge and spin = 139.83 kJ/mol
SMILES = C1CCNC1.O.O
Electronic energy = -365.389231 Eh
Gap between HOMO and LUMO = 9.41 eV
M = 107.2 g mol⁻¹

Here is what natural (NBO) gives for the atomic charges, in e: -0.23, -0.63, -0.23, -0.41, -0.42, 0.20, 0.17, 0.36, 0.19, 0.18, 0.21, 0.20, 0.21, 0.20, 0.49, 0.49, -0.98, 0.48, 0.48, -0.96

Record 4
A cluster of 2 separate species, C5H8N2 in total, computed with ωB97M-V/def2-TZVPD.

Geometry as XYZ:
```
15
Properties=species:S:1:pos:R:3
C -1.50976 -1.10202 0.68317
C -1.11531 0.31817 0.58782
C -1.20704 1.60953 -0.06218
N -0.35213 1.16571 1.11192
C 2.50672 -0.01026 0.15867
C 1.74105 -0.51606 -0.77391
N 0.98377 -1.05335 -1.58458
H -2.57973 -1.18256 0.90093
H -0.93727 -1.60407 1.46718
H -1.31301 -1.59345 -0.27490
H 0.86949 -0.53287 -2.45432
H -0.68622 1.79727 -1.00278
H -2.02667 2.29406 0.15726
H 3.56619 -0.23557 0.18585
H 2.05994 0.64548 0.89987
```

Results
Strongest force on any atom = 0.67 eV/A
Highest occupied orbital energy = -9.17 eV
ΔE to the lowest compared entry with this formula, charge and spin = 322.35 kJ/mol
SMILES = CC1=NC1.C=C=N
Electronic energy = -304.712717 Eh
Gap between HOMO and LUMO = 10.16 eV
M = 96.1 g mol⁻¹

Here is what natural (NBO) gives for the atomic charges, in e: -0.68, 0.27, -0.33, -0.35, -0.65, 0.43, -0.67, 0.24, 0.24, 0.26, 0.38, 0.17, 0.18, 0.24, 0.27